1.
A molecular structure, C42H64BBrFIN8W. Source: the OMol25 dataset; level of theory: ωB97M-V/def2-TZVPD.

Kohn-Sham gap (spin up / spin down): 6.2 / 5.8 eV
E_HOMO (spin up / spin down): -6.90 / -6.90 eV
LUMO energy (spin up / spin down): -0.0262 / -0.0422 hartree
Total energy: -139883.312 eV
Net charge: 0
Multiplicity: 3
Strongest force on any atom: 0.54 eV/A
Molecular weight: 1101.5 g mol⁻¹

Geometry (Å):
W 0.1411 -0.2921 -0.5038
C -3.9366 -3.5151 0.8423
C -3.4126 -2.4903 -0.1046
C -3.7893 -2.2732 -1.4024
C -2.9916 -1.2281 -1.8867
N -2.1715 -0.8038 -0.8989
N -2.4489 -1.6073 0.1831
B -1.7790 -1.4938 1.5586
N -0.4423 -2.2351 1.6984
N 0.7001 -1.8338 1.0670
C 1.6805 -2.6795 1.4704
C 1.1418 -3.5610 2.4054
C -0.1869 -3.2440 2.5385
C -1.1753 -3.8578 3.4697
C 3.1201 -2.8303 0.9845
C 3.1477 -3.0227 -0.5359
C 3.7251 -4.0971 1.6113
C 4.0421 -1.6864 1.4108
N -1.5761 -0.0285 1.9327
N -0.8534 0.8599 1.1745
C -0.8212 2.0255 1.8998
C -1.5653 1.8283 3.0611
C -1.9934 0.5290 3.0666
C -2.6998 -0.1939 4.1584
C -0.2101 3.4449 1.7780
C 0.7180 3.8541 0.6350
C 0.5636 3.7029 3.0906
C -1.3948 4.4299 1.7079
C -3.2168 -0.8095 -3.3369
C -2.3376 0.2874 -3.8978
C -4.6757 -0.3374 -3.4615
C -3.0109 -2.0538 -4.2175
H -4.7431 -4.0651 0.3606
H -3.1579 -4.2270 1.1175
H -4.3193 -3.0658 1.7583
H -4.5610 -2.8029 -1.9345
H -2.5230 -1.9816 2.3466
H 1.6577 -4.3254 2.9560
H -0.6733 -4.6265 4.0543
H -1.5742 -3.1162 4.1610
H -2.0130 -4.3177 2.9467
H 2.7839 -4.0178 -0.8021
H 2.5124 -2.3066 -1.0450
H 4.1697 -2.9183 -0.9128
H 3.1425 -4.9874 1.3715
H 4.7303 -4.2326 1.2059
H 3.8123 -4.0063 2.6950
H 3.8250 -0.7659 0.8910
H 3.9581 -1.5006 2.4834
H 5.0747 -1.9541 1.1667
H -1.7348 2.5374 3.8496
H -2.9709 0.5194 4.9348
H -3.5999 -0.7007 3.8131
H -2.0201 -0.9229 4.6030
H 1.5267 3.1607 0.4227
H 0.1671 4.0219 -0.2803
H 1.1709 4.8078 0.9196
H 1.3564 2.9719 3.2465
H 1.0021 4.7024 3.0515
H -0.0728 3.6539 3.9709
H -1.9855 4.2537 0.8066
H -2.0530 4.3422 2.5710
H -1.0126 5.4533 1.6720
H -2.4646 1.2191 -3.3562
H -1.2827 0.0198 -3.8724
H -2.6151 0.4608 -4.9413
H -4.8496 0.5361 -2.8308
H -4.8831 -0.0590 -4.4977
H -5.3840 -1.1129 -3.1696
H -1.9839 -2.4176 -4.1348
H -3.6771 -2.8721 -3.9439
H -3.2013 -1.7958 -5.2619
C 6.7722 1.7285 1.2049
C 5.5788 2.6680 1.4311
C 5.5401 3.0734 2.9048
C 5.7390 3.9315 0.5751
C 4.3070 1.9439 1.0186
C 3.3182 1.5887 1.9106
C 2.1758 0.9475 1.4581
N 2.0025 0.6181 0.1799
C 3.0014 0.8609 -0.6954
C 4.1285 1.5440 -0.3128
C 2.8029 0.2573 -2.0160
C 3.6939 0.3808 -3.0615
C 3.4450 -0.2420 -4.2815
C 2.2861 -1.0018 -4.3656
C 1.4425 -1.0924 -3.2779
N 1.6861 -0.4714 -2.1291
C 4.4147 -0.0615 -5.4402
C 5.8098 -0.5375 -5.0120
C 4.4669 1.4301 -5.8041
C 3.9844 -0.8522 -6.6752
H 7.6979 2.2315 1.4916
H 6.8636 1.4320 0.1578
H 6.6725 0.8238 1.8078
H 6.4552 3.6110 3.1568
H 5.4715 2.2051 3.5623
H 4.6943 3.7307 3.1175
H 6.6305 4.4777 0.8880
H 4.8766 4.5916 0.6890
H 5.8498 3.6979 -0.4858
H 3.3808 1.7548 2.9769
H 1.4298 0.6380 2.1860
H 4.9103 1.7324 -1.0344
H 4.5853 0.9776 -2.9325
H 2.0154 -1.5288 -5.2681
H 0.5367 -1.6806 -3.3059
H 6.1983 0.0418 -4.1726
H 6.5079 -0.4247 -5.8433
H 5.7932 -1.5893 -4.7204
H 4.8139 2.0392 -4.9678
H 3.4819 1.7944 -6.1013
H 5.1556 1.5822 -6.6374
H 3.9340 -1.9242 -6.4729
H 4.7123 -0.7005 -7.4730
H 3.0126 -0.5218 -7.0474
I -0.0784 2.0081 -2.0546
F -0.0874 -2.0181 -1.3085
Br 1.3444 -0.3054 4.4468

Löwdin population analysis, charges in e, atoms 1 to 99: atom 1 (W): 1.47, atom 2 (C): -0.01, atom 3 (C): -0.25, atom 4 (C): 0.01, atom 5 (C): -0.21, atom 6 (N): 0.02, atom 7 (N): 0.02, atom 8 (B): -0.57, atom 9 (N): 0.04, atom 10 (N): 0.01, atom 11 (C): -0.20, atom 12 (C): 0.01, atom 13 (C): -0.26, atom 14 (C): 0.00, atom 15 (C): -0.51, atom 16 (C): -0.03, atom 17 (C): -0.07, atom 18 (C): -0.03, atom 19 (N): 0.03, atom 20 (N): -0.02, atom 21 (C): -0.18, atom 22 (C): -0.01, atom 23 (C): -0.27, atom 24 (C): -0.01, atom 25 (C): -0.50, atom 26 (C): -0.13, atom 27 (C): -0.04, atom 28 (C): -0.05, atom 29 (C): -0.54, atom 30 (C): -0.14, atom 31 (C): -0.04, atom 32 (C): -0.04, atom 33 (H): 0.08, atom 34 (H): 0.08, atom 35 (H): 0.08, atom 36 (H): 0.11, atom 37 (H): 0.11, atom 38 (H): 0.11, atom 39 (H): 0.09, atom 40 (H): 0.08, atom 41 (H): 0.07, atom 42 (H): 0.09, atom 43 (H): 0.04, atom 44 (H): 0.09, atom 45 (H): 0.09, atom 46 (H): 0.09, atom 47 (H): 0.09, atom 48 (H): 0.04, atom 49 (H): 0.09, atom 50 (H): 0.09, atom 51 (H): 0.12, atom 52 (H): 0.09, atom 53 (H): 0.08, atom 54 (H): 0.07, atom 55 (H): 0.04, atom 56 (H): -0.04, atom 57 (H): 0.08, atom 58 (H): 0.06, atom 59 (H): 0.09, atom 60 (H): 0.08, atom 61 (H): 0.09, atom 62 (H): 0.08, atom 63 (H): 0.09, atom 64 (H): 0.00, atom 65 (H): 0.02, atom 66 (H): 0.09, atom 67 (H): 0.09, atom 68 (H): 0.09, atom 69 (H): 0.08, atom 70 (H): 0.08, atom 71 (H): 0.08, atom 72 (H): 0.09, atom 73 (C): -0.03, atom 74 (C): -0.55, atom 75 (C): -0.05, atom 76 (C): -0.04, atom 77 (C): -0.13, atom 78 (C): 0.00, atom 79 (C): -0.18, atom 80 (N): -0.07, atom 81 (C): -0.24, atom 82 (C): 0.05, atom 83 (C): -0.26, atom 84 (C): 0.06, atom 85 (C): -0.13, atom 86 (C): 0.04, atom 87 (C): -0.12, atom 88 (N): -0.13, atom 89 (C): -0.56, atom 90 (C): -0.04, atom 91 (C): -0.03, atom 92 (C): -0.06, atom 93 (H): 0.09, atom 94 (H): 0.08, atom 95 (H): 0.09, atom 96 (H): 0.09, atom 97 (H): 0.09, atom 98 (H): 0.09, atom 99 (H): 0.09

---

2.
A molecular structure, C42H64BCl3N3O3P2Tc at a distorted geometry. Source: the OMol25 dataset; level of theory: ωB97M-V/def2-TZVPD.

Kohn-Sham gap (spin up / spin down): 7.4 / 6.3 eV
E_HOMO (spin up / spin down): -10.15 / -10.15 eV
LUMO energy (spin up / spin down): -0.1008 / -0.1426 hartree
Total energy: -114224.650 eV
Net charge: +1
Multiplicity: 4
Strongest force on any atom: 1.03 eV/A
Molecular weight: 936.1 g mol⁻¹

Geometry (Å):
Tc -0.2444 0.6453 0.5520
C 0.4392 -4.2833 -1.0288
C 0.7265 -2.7787 -1.1375
C 0.9341 -2.4125 -2.6111
C 2.0206 -2.5132 -0.3450
P -0.6590 -1.7797 -0.3444
C -0.9878 -2.8184 1.1402
N -1.6221 -1.9093 2.0541
B -1.5308 -0.4850 1.9370
N -2.5654 0.0153 2.7822
C -2.9826 1.3846 2.8574
P -1.7532 2.3222 1.8381
C -1.0375 3.4237 3.2063
C -0.3411 2.4331 4.1570
C -0.0070 4.4873 2.7983
C -2.1630 4.1798 3.9373
C -2.8166 3.2314 0.5970
C -3.4517 2.1358 -0.2734
C -1.9596 4.1167 -0.3230
C -3.9157 4.0775 1.2448
C -3.2499 -1.0483 3.3701
C -4.3498 -1.0612 4.2133
C -4.8456 -2.2976 4.6082
C -4.2526 -3.4843 4.1759
C -3.1467 -3.4721 3.3329
C -2.6595 -2.2399 2.9275
C -2.2591 -1.8704 -1.3335
C -3.4291 -1.5334 -0.3971
C -2.1929 -0.8255 -2.4585
C -2.5432 -3.2441 -1.9441
H 1.2438 -4.7963 -1.5630
H -0.4964 -4.5924 -1.4808
H 0.4631 -4.6370 0.0030
H 1.8320 -2.9170 -2.9708
H 1.0746 -1.3462 -2.7692
H 0.1033 -2.7421 -3.2365
H 2.8306 -3.0772 -0.8161
H 1.9411 -2.8548 0.6911
H 2.2984 -1.4638 -0.3421
H -0.0472 -3.2032 1.5289
H -1.6338 -3.6649 0.9033
H -2.9912 1.7337 3.8849
H -3.9908 1.5037 2.4569
H 0.3752 1.8117 3.6137
H -1.0410 1.7827 4.6883
H 0.2127 3.0046 4.9062
H 0.9624 4.0596 2.5742
H 0.1133 5.1583 3.6540
H -0.3228 5.0892 1.9471
H -3.0905 3.6269 4.0675
H -2.3976 5.1158 3.4330
H -1.7928 4.4309 4.9349
H -2.6902 1.5047 -0.7416
H -4.0140 2.6146 -1.0792
H -4.1462 1.4990 0.2809
H -1.1725 3.5514 -0.8222
H -1.5029 4.9483 0.2145
H -2.6095 4.5392 -1.0949
H -4.4396 3.5716 2.0582
H -4.6568 4.3072 0.4741
H -3.5299 5.0248 1.6176
H -4.8094 -0.1408 4.5604
H -5.7063 -2.3422 5.2649
H -4.6583 -4.4327 4.5056
H -2.6787 -4.3979 3.0169
H -3.2693 -0.6134 0.1649
H -3.6318 -2.3384 0.3146
H -4.3246 -1.3953 -1.0094
H -1.8609 0.1509 -2.1131
H -3.1895 -0.7124 -2.8948
H -1.5113 -1.1280 -3.2557
H -2.6073 -4.0329 -1.1908
H -1.8154 -3.5276 -2.7014
H -3.5176 -3.1863 -2.4383
Cl 0.8726 2.6337 0.5534
Cl 6.1135 1.2320 -2.0176
C 5.5936 -0.3237 -2.6040
C 5.9972 -1.4463 -1.9083
C 5.5943 -2.6994 -2.3363
C 4.7966 -2.7981 -3.4614
C 4.3967 -1.6662 -4.1553
Cl 3.4650 -1.9268 -5.5975
C 4.7787 -0.3764 -3.7544
N 4.4577 0.7961 -4.4217
C 3.1962 1.0909 -5.0480
C 3.1438 1.2470 -6.4239
C 1.9452 1.5508 -7.0492
C 0.7962 1.7052 -6.2856
C 0.8531 1.5867 -4.9036
C 2.0563 1.2862 -4.2642
C 2.2129 1.2434 -2.7565
C 0.9937 1.0299 -1.9024
O -0.0929 1.5746 -2.0707
O 1.2080 0.2548 -0.8623
H 6.6273 -1.3321 -1.0350
H 5.9141 -3.5895 -1.8096
H 4.4931 -3.7682 -3.8389
H 4.9314 1.6031 -4.0536
H 4.0527 1.1021 -6.9944
H 1.9098 1.6650 -8.1259
H -0.1464 1.9376 -6.7672
H -0.0332 1.7462 -4.3062
H 2.6149 2.2063 -2.4152
H 2.9385 0.4911 -2.4607
C 3.7277 0.5083 1.1199
C 3.0216 0.6554 2.4474
O 1.6849 0.1211 2.4146
C 1.3426 -0.6035 3.6014
C 1.8577 -2.0275 3.5675
H 4.7236 0.9530 1.1924
H 3.1819 1.0112 0.3250
H 3.8372 -0.5474 0.8527
H 2.9615 1.7062 2.7452
H 3.5870 0.1256 3.2178
H 0.2537 -0.6005 3.6633
H 1.7238 -0.0727 4.4766
H 1.3297 -2.6047 2.8061
H 1.7024 -2.5081 4.5360
H 2.9250 -2.0540 3.3381

Löwdin population analysis, charges in e, atoms 1 to 99: atom 1 (Tc): 1.14, atom 2 (C): -0.07, atom 3 (C): -0.63, atom 4 (C): -0.06, atom 5 (C): -0.07, atom 6 (P): 1.17, atom 7 (C): -0.26, atom 8 (N): -0.03, atom 9 (B): -0.60, atom 10 (N): -0.02, atom 11 (C): -0.27, atom 12 (P): 1.07, atom 13 (C): -0.65, atom 14 (C): -0.08, atom 15 (C): -0.13, atom 16 (C): -0.08, atom 17 (C): -0.67, atom 18 (C): -0.09, atom 19 (C): -0.10, atom 20 (C): -0.07, atom 21 (C): -0.16, atom 22 (C): 0.00, atom 23 (C): -0.08, atom 24 (C): -0.08, atom 25 (C): -0.01, atom 26 (C): -0.17, atom 27 (C): -0.65, atom 28 (C): -0.07, atom 29 (C): -0.08, atom 30 (C): -0.08, atom 31 (H): 0.10, atom 32 (H): 0.06, atom 33 (H): 0.08, atom 34 (H): 0.08, atom 35 (H): 0.07, atom 36 (H): 0.08, atom 37 (H): 0.09, atom 38 (H): 0.07, atom 39 (H): 0.04, atom 40 (H): 0.07, atom 41 (H): 0.11, atom 42 (H): 0.08, atom 43 (H): 0.10, atom 44 (H): 0.05, atom 45 (H): 0.09, atom 46 (H): 0.10, atom 47 (H): 0.02, atom 48 (H): 0.09, atom 49 (H): 0.06, atom 50 (H): 0.07, atom 51 (H): 0.08, atom 52 (H): 0.10, atom 53 (H): 0.04, atom 54 (H): 0.10, atom 55 (H): 0.08, atom 56 (H): 0.03, atom 57 (H): 0.07, atom 58 (H): 0.10, atom 59 (H): 0.08, atom 60 (H): 0.10, atom 61 (H): 0.08, atom 62 (H): 0.11, atom 63 (H): 0.11, atom 64 (H): 0.11, atom 65 (H): 0.11, atom 66 (H): 0.04, atom 67 (H): 0.09, atom 68 (H): 0.10, atom 69 (H): 0.03, atom 70 (H): 0.10, atom 71 (H): 0.08, atom 72 (H): 0.08, atom 73 (H): 0.07, atom 74 (H): 0.10, atom 75 (Cl): 0.32, atom 76 (Cl): 0.72, atom 77 (C): -0.58, atom 78 (C): -0.12, atom 79 (C): -0.10, atom 80 (C): -0.13, atom 81 (C): -0.58, atom 82 (Cl): 0.75, atom 83 (C): -0.31, atom 84 (N): 0.06, atom 85 (C): -0.25, atom 86 (C): -0.05, atom 87 (C): -0.07, atom 88 (C): -0.07, atom 89 (C): -0.02, atom 90 (C): -0.13, atom 91 (C): -0.03, atom 92 (C): -0.68, atom 93 (O): -0.04, atom 94 (O): -0.35, atom 95 (H): 0.11, atom 96 (H): 0.11, atom 97 (H): 0.11, atom 98 (H): 0.08, atom 99 (H): 0.12